No. 1
The following is a quantum chemistry calculation of 2 unconnected molecules or ions with the total composition C4H14N2O2 at a distorted geometry, from the Open Molecules 2025 dataset.

- Energy above the lowest of the compared OMol25 structures with the same formula, charge and spin: 0.994 eV
- Gap between HOMO and LUMO: 9.24 eV
- SMILES string: NCCCNCO.O
- LUMO level: 0.44 eV
- Electronic energy: -420.7686 Ha

Geometry (Å):
N (-1.80841, -0.62791, -0.61167)
C (-1.05319, -1.80667, -1.01485)
C (0.33048, -2.06641, -0.32851)
C (0.99047, -0.82086, 0.25301)
N (1.35191, 0.11644, -0.78720)
C (1.84252, 1.36801, -0.34022)
O (0.82441, 2.27061, 0.05236)
H (-1.41597, 0.25620, -0.91913)
H (-1.83224, -0.51530, 0.39660)
H (-0.90643, -1.76881, -2.09483)
H (-1.69403, -2.64780, -0.78728)
H (1.01719, -2.47880, -1.08272)
H (0.17821, -2.83574, 0.42283)
H (0.32421, -0.42264, 1.01252)
H (1.88167, -1.14893, 0.78618)
H (0.63520, 0.20250, -1.48992)
H (2.53992, 1.23098, 0.49884)
H (2.41295, 1.83957, -1.12908)
H (0.60614, 2.29896, 0.98405)
O (-1.86606, 1.03129, 2.00333)
H (-2.23933, 1.91564, 1.96314)
H (-2.39491, 0.56204, 2.66372)

No. 2
The following is a quantum chemistry calculation of a molecular structure, C34H37N4OPbS2Te, from the Open Molecules 2025 dataset.

- Energy above the lowest of the compared OMol25 structures with the same formula, charge and spin: 1.802 eV
- Gap between HOMO and LUMO: 5.08 eV
- Total charge: +3
- LUMO level: -9.98 eV
- Electronic energy: -2868.3216 Ha

Geometry (Å):
Pb (0.05173, -0.05185, 0.43766)
S (4.85294, -3.57723, 4.61212)
C (4.13148, -4.90604, 5.39021)
C (2.88402, -5.17112, 4.90672)
C (2.50442, -4.27337, 3.88605)
C (3.47246, -3.33766, 3.61197)
C (3.42660, -2.27741, 2.61624)
C (2.18703, -1.77651, 2.18127)
N (2.07362, -0.81737, 1.27530)
C (3.17619, -0.28908, 0.70272)
C (4.45655, -0.69524, 1.08877)
C (5.59945, -0.08669, 0.46220)
C (5.44770, 0.85120, -0.49498)
C (4.13886, 1.26002, -0.93075)
C (3.93048, 2.21243, -1.93593)
C (2.64666, 2.55780, -2.33679)
C (1.58527, 1.90577, -1.69033)
N (1.76283, 1.00979, -0.72800)
C (3.01322, 0.68388, -0.32970)
C (2.36565, 3.52004, -3.39278)
C (1.23998, 4.29195, -3.54492)
C (1.29242, 5.11676, -4.68975)
C (2.45087, 4.95384, -5.39063)
S (3.49191, 3.82617, -4.65776)
C (4.55961, -1.69985, 2.05992)
H (4.66615, -5.42582, 6.16966)
H (2.27056, -5.98490, 5.26289)
H (1.56571, -4.34881, 3.35188)
H (1.26847, -2.17510, 2.59383)
H (6.58735, -0.40216, 0.77182)
H (6.31116, 1.30378, -0.96511)
H (4.78844, 2.68477, -2.40055)
H (0.56827, 2.10790, -1.99502)
H (0.41234, 4.30292, -2.84610)
H (0.51257, 5.80299, -4.98410)
H (2.74862, 5.44470, -6.30388)
H (5.54411, -2.04511, 2.35428)
N (-0.46167, -0.33272, 4.44114)
C (-0.33673, -0.25761, 3.29786)
H (-0.55054, -0.41037, 5.44199)
C (0.74605, 3.24343, 2.25950)
Te (-0.80247, 2.64863, 0.93379)
C (-2.33784, 2.46629, 2.38292)
H (0.50431, 4.26136, 2.55963)
H (1.68415, 3.23197, 1.70926)
H (0.78321, 2.58336, 3.12132)
H (-2.02387, 1.80242, 3.18231)
H (-3.22992, 2.09601, 1.88457)
H (-2.51466, 3.47267, 2.76051)
C (-2.37776, 0.16194, -3.93433)
C (-1.22250, 0.81437, -3.22140)
O (-1.18480, 0.40660, -1.80560)
H (-2.38028, 0.46403, -4.98120)
H (-3.33220, 0.46370, -3.50033)
H (-2.29194, -0.92709, -3.91033)
H (-1.31279, 1.90115, -3.23282)
H (-0.26698, 0.53388, -3.66531)
H (-1.84163, -0.30157, -1.73605)
C (-4.39614, -0.85564, -0.86216)
N (-4.34916, -1.37973, 0.48776)
C (-5.33910, -0.75463, 1.35261)
C (-3.03301, -1.34930, 1.03849)
C (-2.08590, -2.32295, 0.36456)
C (-2.51717, -3.61452, 0.05632)
C (-1.65664, -4.53751, -0.51258)
C (-0.33300, -4.20598, -0.79391)
C (0.13185, -2.93384, -0.50388)
C (-0.76549, -2.03476, 0.06023)
H (-5.41209, -0.90652, -1.24684)
H (-3.76615, -1.45353, -1.52562)
H (-4.06906, 0.20354, -0.90133)
H (-6.33113, -0.89647, 0.93016)
H (-5.16884, 0.32941, 1.46127)
H (-5.32059, -1.22111, 2.33643)
H (-3.09127, -1.58823, 2.10342)
H (-2.59053, -0.31960, 0.97409)
H (-3.54782, -3.86842, 0.27255)
H (-2.01962, -5.53076, -0.74146)
H (0.33142, -4.92998, -1.24619)
H (1.15543, -2.66636, -0.73698)

No. 3
The following is a quantum chemistry calculation of a single C9H13N3O2S molecule at a distorted geometry, from the Open Molecules 2025 dataset.

- Energy above the lowest of the compared OMol25 structures with the same formula, charge and spin: 0.740 eV
- Gap between HOMO and LUMO: 10.11 eV
- SMILES string: C/C(=C(/C)S(N)(=O)=O)c1ncc(C)cn1
- LUMO level: 0.25 eV
- Electronic energy: -1063.6079 Ha

Geometry (Å):
C (1.06607, -1.67645, 1.05333)
C (-0.11218, -0.87508, 0.56645)
C (-1.31174, -1.45436, 0.31379)
C (-2.51062, -0.54650, -0.10001)
S (-1.69191, -3.12091, 0.41623)
N (-0.44132, -3.90489, -0.35775)
O (-2.78446, -3.50821, -0.40589)
O (-1.69605, -3.72288, 1.76626)
C (0.25797, 0.51764, 0.12003)
N (0.84817, 0.70742, -1.06156)
C (1.42444, 1.88618, -1.25052)
C (1.33136, 2.90056, -0.39722)
C (1.95317, 4.22703, -0.65572)
C (0.59353, 2.62981, 0.70523)
N (0.09686, 1.45871, 1.04542)
H (0.67788, -2.37948, 1.80415)
H (1.74044, -1.07247, 1.59036)
H (1.45425, -2.15168, 0.18507)
H (-2.20430, 0.52149, -0.15197)
H (-2.88921, -0.77553, -1.15200)
H (-3.30150, -0.59995, 0.66061)
H (-0.62894, -4.83919, -0.42147)
H (-0.34486, -3.42618, -1.22182)
H (1.95819, 1.98271, -2.17768)
H (2.12758, 4.30767, -1.71850)
H (1.18755, 5.04528, -0.56560)
H (2.80382, 4.53531, -0.09205)
H (0.39580, 3.33395, 1.50286)